The following is a DFT calculation (ωB97M-V/def2-TZVPD) of 11 unconnected molecules or ions with the total composition C38H110N10O2 in a non-equilibrium geometry.

The largest force on an atom is 2.2 eV/A. The calculation puts the total energy at -60170.35563 eV. For the LUMO energy, the calculation gives -5.06 eV. As for the spin multiplicity: 1. The value obtained for the HOMO energy is -0.412 Eh. As for the net charge: +2. The value obtained for the energy above the lowest of the compared OMol25 structures with the same formula, charge and spin is 0.00 kJ/mol.

Geometry as XYZ:
```
160
Properties=species:S:1:pos:R:3:forces:R:3
N 12.501843 25.240547 1.429162 -0.511 -0.119 0.621
H 13.532872 25.409238 1.380282 0.953 0.008 -0.520
H 11.962195 25.454445 0.561412 0.787 0.259 -0.406
H 12.108840 25.855968 2.183932 -0.369 -0.073 -0.152
H 12.389860 24.257390 1.655897 -0.194 0.084 0.238
N 20.198045 22.231091 1.139712 -1.079 0.492 0.598
H 20.620239 22.880293 1.847050 0.932 -0.800 0.139
H 20.737159 22.032443 0.271593 0.005 0.018 -0.419
H 19.298753 22.724857 0.933355 -0.549 0.163 -0.664
H 19.926690 21.372110 1.609795 0.359 -0.108 0.016
N 16.509301 23.277012 2.989269 -0.079 0.214 1.629
H 16.866393 23.373051 3.959419 -0.663 0.372 -0.061
H 17.295425 23.243751 2.297243 0.061 -0.282 -1.247
H 16.041623 24.162224 2.690018 -0.494 0.605 -0.412
H 15.817552 22.547669 2.888139 0.229 -0.257 0.142
N 15.467733 22.121902 -0.142039 -0.057 0.851 -0.212
H 15.654071 21.383872 -0.815884 -0.378 -0.045 -0.043
H 16.371931 22.605405 0.101054 1.293 0.498 0.866
H 14.998032 21.812385 0.700859 0.034 -0.312 -0.055
H 14.937991 22.915273 -0.517109 -0.206 -0.297 -0.297
O 17.726723 23.509031 0.831394 -0.396 -0.824 -0.591
C 17.582493 24.903145 0.615951 -0.011 0.217 -0.023
C 16.138996 25.414408 0.368290 -0.423 -0.376 1.251
O 15.270485 25.220740 1.465242 -0.043 -1.006 0.064
H 18.241952 25.172809 -0.216921 -0.145 0.347 -0.121
H 17.938555 25.446476 1.502751 0.094 0.071 -0.029
H 15.742495 24.885952 -0.518015 0.048 0.161 -0.470
H 16.124412 26.495014 0.194387 0.576 0.027 -0.644
C 21.917580 23.615142 5.816419 -0.212 -0.946 0.244
C 21.170244 22.951020 4.641867 -0.249 1.633 -0.042
N 21.645410 23.378608 3.313461 1.164 -0.033 -0.213
C 21.414375 24.807940 3.047802 -1.613 0.132 -0.757
C 21.746226 25.304470 1.641368 -0.208 -0.541 -1.266
C 23.039151 23.011117 3.121804 0.743 -0.388 -0.938
C 23.341615 21.538215 3.221056 -0.564 -1.180 0.295
H 21.848214 24.699859 5.843289 -0.119 0.029 -0.132
H 22.969327 23.338882 5.864456 0.054 -0.015 -0.168
H 21.465928 23.217945 6.728292 0.242 0.183 0.013
H 21.144386 21.868520 4.743874 0.289 -0.074 -0.186
H 20.124003 23.277380 4.659956 0.595 -0.062 0.102
H 20.315313 24.811535 3.028319 -0.078 0.664 0.467
H 21.744708 25.553766 3.773544 0.333 -0.399 0.341
H 21.170464 24.768071 0.872979 0.061 -0.470 0.213
H 21.366788 26.302017 1.413179 0.292 0.285 0.753
H 22.774167 25.236020 1.285176 0.150 0.162 0.475
H 23.740750 23.566259 3.754121 -0.183 0.088 0.192
H 23.367224 23.218051 2.096717 -0.404 0.584 0.028
H 23.122859 21.065628 4.182080 0.705 0.398 0.344
H 24.368401 21.389391 2.889873 0.067 -0.213 0.415
H 22.727599 20.876189 2.595102 -0.092 0.556 -0.553
C 11.122590 25.094245 4.392106 -0.758 -0.572 -0.137
C 10.754900 26.563237 4.356682 0.486 -0.057 0.190
N 11.092369 27.202233 3.057882 -0.872 -0.514 0.061
C 9.837816 27.717979 2.469097 0.326 -0.666 -0.695
C 8.779117 26.662576 2.176267 -1.023 -0.094 0.544
C 12.047195 28.285898 3.211782 0.571 0.210 0.733
C 13.438700 27.786195 3.568267 0.471 0.202 0.464
H 12.194167 24.899591 4.341722 0.001 -0.002 -0.114
H 10.567766 24.613936 3.579053 0.473 -0.124 -0.282
H 10.704703 24.567278 5.252886 0.263 0.350 0.337
H 9.677602 26.617873 4.510000 0.059 0.253 0.194
H 11.267957 27.087415 5.166332 -0.205 0.108 0.045
H 10.099557 28.053266 1.464731 0.156 0.840 0.277
H 9.430418 28.495087 3.122290 -0.009 0.315 -0.355
H 9.193480 25.669210 2.005916 0.050 0.067 -0.312
H 8.148197 26.989159 1.347280 0.421 -0.159 -0.387
H 8.000061 26.548984 2.936441 0.444 -0.055 0.446
H 12.106861 28.906381 2.315695 -0.182 -0.221 -0.166
H 11.729902 28.955709 4.024225 -0.140 0.089 -0.087
H 13.970622 27.271749 2.765577 -0.044 0.050 -0.079
H 14.042956 28.634588 3.897632 0.086 0.084 -0.353
H 13.467928 27.140075 4.450787 -0.371 -0.203 -0.096
C 17.541555 26.656816 4.338197 0.358 -0.619 -1.136
C 18.157396 25.606926 5.274367 -1.223 1.163 1.432
N 17.237338 24.479108 5.521618 1.432 -0.675 -1.371
C 18.020555 23.271918 5.867102 -1.899 -0.235 0.069
C 18.829891 23.374075 7.141996 -0.073 -0.351 -0.345
C 16.162270 24.830636 6.438647 0.392 -0.452 -0.336
C 15.026413 23.821790 6.412826 0.012 0.305 0.892
H 18.085601 27.598983 4.286716 0.073 -0.018 0.336
H 16.474122 26.871377 4.390729 0.035 -0.057 0.728
H 17.609347 26.230986 3.329865 0.093 0.125 -0.050
H 19.151085 25.337779 4.916239 -0.232 -0.496 -0.200
H 18.325122 25.995233 6.289131 0.336 0.633 -0.196
H 17.264444 22.475138 5.899756 0.174 -0.161 0.489
H 18.618080 22.980764 4.996440 -0.139 0.287 0.313
H 18.240440 23.768066 7.967479 0.037 0.255 -0.079
H 19.129619 22.377437 7.467371 0.380 0.062 -0.100
H 19.686757 24.005587 6.912585 -0.051 -0.042 0.617
H 15.834175 25.819414 6.123065 -0.202 -0.023 0.195
H 16.519421 24.886749 7.474268 0.039 0.312 0.013
H 14.705911 23.528170 5.414205 -0.127 0.181 -0.009
H 14.230571 24.292244 6.994695 -0.383 -0.191 -0.377
H 15.277359 22.934303 6.996225 0.105 -0.135 -0.237
C 12.119104 25.447296 -3.689943 -0.381 0.442 1.563
C 12.552961 25.373156 -2.188378 0.624 -0.555 -0.993
N 11.744975 26.103680 -1.207967 -0.343 -0.317 -0.354
C 10.326354 25.752123 -1.386278 -0.970 1.916 -0.520
C 9.865332 24.372110 -0.974122 0.915 0.395 0.027
C 11.931117 27.578188 -1.222387 0.755 -0.720 0.679
C 13.331383 27.934313 -0.727162 0.306 0.050 -0.302
H 11.204306 24.865776 -3.780909 0.070 -0.018 -0.556
H 12.904113 25.101122 -4.354993 -0.037 -0.117 0.021
H 11.896659 26.495098 -3.895130 -0.027 -0.069 -0.387
H 12.548061 24.316323 -1.901784 -0.055 -0.062 0.104
H 13.606870 25.652722 -2.170559 -0.086 0.300 0.455
H 9.778466 26.545796 -0.865645 -0.108 -0.392 0.519
H 10.005551 25.999185 -2.406782 0.137 -0.451 -0.192
H 8.815857 24.214084 -1.205626 0.005 0.033 -0.026
H 10.477824 23.651776 -1.519101 -0.235 -0.355 0.207
H 10.014270 24.279519 0.104083 -0.080 -0.393 -0.012
H 11.208821 27.963768 -0.505381 -0.167 0.211 -0.187
H 11.768054 28.047561 -2.195157 -0.231 -0.172 -0.117
H 13.560545 28.965390 -0.997799 0.022 0.043 0.201
H 14.097596 27.317020 -1.198583 -0.045 0.085 -0.159
H 13.492147 27.794234 0.343236 -0.314 0.093 0.084
C 21.652458 19.235464 -0.977073 -0.213 -0.346 0.493
C 21.416783 20.379015 -1.942738 0.410 -1.088 -0.921
N 21.488954 21.728851 -1.410649 -0.327 -0.103 0.080
C 22.797112 22.095296 -0.814828 -0.573 -0.339 0.741
C 24.003347 21.847324 -1.695012 -0.249 0.077 -0.256
C 21.105606 22.656664 -2.468049 0.110 1.804 0.129
C 19.608001 22.805018 -2.720572 -0.575 -0.701 1.166
H 22.513694 19.355340 -0.317862 -0.036 0.206 -0.014
H 21.822702 18.289942 -1.493376 0.015 0.166 -0.288
H 20.762957 19.040975 -0.370311 0.088 0.199 0.222
H 22.094210 20.255850 -2.800522 0.316 0.191 0.162
H 20.461367 20.197412 -2.440904 -0.263 0.380 0.363
H 22.653142 23.101306 -0.408591 0.375 0.351 -0.649
H 22.883591 21.548239 0.132937 0.191 -0.443 -0.221
H 24.936526 22.153784 -1.227641 -0.027 -0.034 0.047
H 24.037662 20.783444 -1.928784 0.294 -0.021 0.120
H 23.907747 22.354795 -2.655625 0.082 0.169 0.070
H 21.691242 22.559388 -3.389154 -0.181 -0.579 -0.100
H 21.424664 23.643314 -2.111527 -0.024 0.038 0.023
H 19.104061 22.991170 -1.762084 0.254 0.312 0.135
H 19.094252 21.887984 -3.018708 0.301 0.055 -0.701
H 19.346142 23.653481 -3.347319 0.217 -0.204 -0.344
C 18.378226 33.552629 0.913456 0.784 0.373 -1.185
C 18.241617 32.249750 0.176129 -0.372 -0.521 -0.345
N 18.101542 31.150808 1.157086 -1.279 0.834 -0.543
C 19.320551 30.433444 1.456092 0.436 -0.600 -1.494
C 19.849043 29.561338 0.260139 0.263 0.486 0.269
C 16.944266 30.363014 0.779876 -0.403 -1.550 0.042
C 16.516250 29.297528 1.804733 0.765 -0.247 -0.373
H 17.484327 33.700193 1.511923 0.200 0.214 0.214
H 18.498475 34.339206 0.160633 -0.305 0.232 0.232
H 19.308768 33.583866 1.480503 -0.245 -0.084 0.415
H 17.379400 32.291670 -0.500863 -0.648 -0.012 0.779
H 18.928293 32.057330 -0.662029 1.049 0.030 0.787
H 19.217909 29.799158 2.335853 -0.280 0.004 0.040
H 20.099619 31.154747 1.702575 -0.080 0.158 0.030
H 19.098430 28.891230 -0.159706 0.019 -0.283 0.384
H 20.753051 29.031616 0.569159 -0.212 -0.340 0.096
H 20.189819 30.143130 -0.599616 -0.154 0.382 0.186
H 15.996811 30.879993 0.601902 0.525 1.135 0.333
H 17.093328 29.931683 -0.224359 0.172 -0.557 0.080
H 17.318247 28.605377 2.075862 0.112 0.079 -0.048
H 16.175279 29.767180 2.727052 -0.144 0.021 -0.049
H 15.743224 28.664463 1.364626 -0.231 0.158 0.141
```
Positions in Å, forces in eV/Å.